# 1
155
Properties=species:S:1:pos:R:3 method="wB97M-V/def2-TZVPD" homo_ev=-8.51 fmax_ev_per_a=4.9 homo_lumo_gap_ev=6.321 multiplicity=1 e_lumo_ev=-2.2 e_tot_ha=-6226.5341
C 1.9171 4.6347 0.4219
Si 3.1764 4.3576 -0.9974
C 4.5200 5.7083 -0.8181
C 2.3427 4.3083 -2.7419
C 1.4167 3.0051 -2.8914
C -0.1814 3.3152 -2.7631
F -0.6178 3.7239 -4.0920
F -0.2577 4.4703 -1.9457
C -1.0601 2.0661 -2.3552
C -0.8372 0.6565 -3.0247
C 0.2276 0.3567 -4.1884
P 1.8794 -0.3361 -3.5659
O 3.0805 0.5960 -3.8364
O 2.1877 -1.7802 -4.4630
O 1.7962 -0.8512 -1.9257
C -1.6787 -0.6055 -2.6081
C -2.7827 -0.5511 -1.5290
C -3.0689 0.8289 -0.8914
C -4.2522 0.8533 0.2095
N -5.4548 0.0450 -0.2393
C -2.2343 2.0922 -1.2910
P -2.7754 3.6988 -0.4014
P -1.5526 3.9818 1.4211
O -0.8928 5.3645 1.4774
O -0.5248 2.6689 1.7202
O -2.7116 3.9693 2.7100
C -3.3755 -2.0109 -1.3357
O -4.0661 -2.5457 -0.4509
N -2.8283 -2.7095 -2.5422
C -1.5939 -2.1049 -3.1289
O -0.7368 -2.7108 -3.8099
C 4.0555 2.6755 -0.5752
C 5.5689 2.4216 -0.7862
C 6.1711 1.0298 -0.3997
C 5.3434 -0.1422 0.1937
C 3.8017 0.1080 0.3936
C 3.2109 1.4882 0.0298
H 2.3553 4.4232 1.4622
H 1.0397 3.9063 0.2213
H 1.4420 5.6863 0.3491
H 5.3652 5.6650 -1.5822
H 3.9701 6.7237 -0.8195
H 4.9532 5.6033 0.2483
H 3.2224 4.1573 -3.4823
H 1.8501 5.2908 -3.0449
H 1.5433 2.6497 -3.9854
H 1.7290 2.1128 -2.2468
H 0.3608 1.2423 -4.9172
H -0.2278 -0.4858 -4.8411
H 3.1545 -1.8788 -4.6093
H 2.6593 -1.3128 -1.7481
H -3.8026 0.4587 1.1899
H -4.6533 1.8985 0.4245
H -5.6533 0.2341 -1.2303
H -6.2133 0.3791 0.3767
H -2.5850 4.8363 -1.2865
H 0.1308 2.9033 2.4366
H -3.2462 3.1414 2.5951
H -2.4048 -3.5381 -2.0680
H 6.2108 3.2706 -1.1887
H 7.3049 0.9132 -0.5485
H 5.8142 -1.1511 0.4895
H 3.1589 -0.7406 0.8211
H 2.0752 1.6346 0.1773
C 6.5884 -2.6015 3.8622
N 5.6853 -2.4648 2.6901
O 6.0694 -2.9294 1.6256
O 4.6226 -1.8968 2.8756
H 7.4910 -3.1239 3.5499
H 6.8249 -1.5974 4.2129
H 6.0561 -3.1714 4.6231
C 2.2997 -3.7033 5.6635
N 3.7233 -3.3276 5.8548
O 3.9829 -2.1393 5.9463
O 4.5332 -4.2412 5.9065
H 1.6983 -2.7971 5.6362
H 2.2260 -4.2427 4.7204
H 2.0102 -4.3332 6.5043
C -5.6534 -5.1043 0.9098
N -5.2541 -6.4088 1.4997
O -6.0557 -6.9607 2.2382
O -4.1507 -6.8333 1.2017
H -6.6527 -4.8518 1.2599
H -4.9300 -4.3596 1.2387
H -5.6412 -5.2161 -0.1736
C -0.4537 -4.7266 -5.8491
N -0.9595 -5.8101 -6.7322
O -2.0002 -5.6016 -7.3363
O -0.2949 -6.8322 -6.7881
H -1.1407 -3.8852 -5.8979
H -0.4032 -5.1245 -4.8370
H 0.5330 -4.4404 -6.2116
C -1.3156 8.2547 -1.1721
N -2.6872 8.2862 -1.7461
O -3.1148 7.2500 -2.2305
O -3.2850 9.3475 -1.6903
H -0.9076 7.2523 -1.2915
H -0.7153 8.9830 -1.7162
H -1.3939 8.5151 -0.1173
C -4.7314 -7.4995 -6.7211
N -5.6303 -7.5184 -5.5366
O -6.3120 -6.5261 -5.3328
O -5.6203 -8.5294 -4.8518
H -4.8437 -6.5464 -7.2322
H -3.7111 -7.6257 -6.3611
H -5.0267 -8.3223 -7.3708
C -8.5195 -9.1205 3.3389
N -9.4091 -9.1272 4.5297
O -10.0825 -8.1296 4.7328
O -9.3999 -10.1340 5.2188
H -8.6300 -8.1685 2.8233
H -7.4972 -9.2513 3.6915
H -8.8252 -9.9451 2.6960
C -1.5085 9.4510 3.1269
N -0.0999 9.8215 2.8302
O 0.3854 10.7401 3.4697
O 0.4683 9.1756 1.9649
H -1.8851 10.1044 3.9118
H -2.0823 9.5793 2.2097
H -1.5127 8.4117 3.4543
C 0.7896 0.2455 5.3525
N 0.9411 0.6520 3.9317
O 0.9440 1.8519 3.6882
O 1.0507 -0.2399 3.1123
H 0.7030 1.1406 5.9661
H -0.1119 -0.3620 5.4264
H 1.6766 -0.3258 5.6270
C 1.1202 -3.2966 0.4685
N 1.6390 -3.7626 1.7810
O 2.0418 -4.9129 1.8497
O 1.6234 -2.9570 2.6968
H 1.1946 -4.1131 -0.2478
H 0.0812 -3.0020 0.6120
H 1.7309 -2.4515 0.1550
C 3.4571 4.5120 5.5345
N 3.8269 3.1942 6.1127
O 3.0181 2.6588 6.8577
O 4.9134 2.7437 5.8001
H 2.4687 4.7892 5.8970
H 4.2048 5.2345 5.8601
H 3.4549 4.4059 4.4503
C 8.7946 4.0980 7.2662
N 7.8922 4.2810 6.0999
O 8.2582 3.8233 5.0309
O 6.8478 4.8783 6.3004
H 9.6798 3.5535 6.9427
H 9.0629 5.0883 7.6324
H 8.2472 3.5323 8.0193
C -5.8221 -4.8592 -11.0402
N -5.3074 -5.3021 -9.7183
O -4.8668 -6.4378 -9.6392
O -5.3637 -4.4944 -8.8063
H -5.7094 -5.6752 -11.7517
H -6.8725 -4.5997 -10.9135
H -5.2351 -3.9948 -11.3482

# 2
115
Properties=species:S:1:pos:R:3 method="wB97M-V/def2-TZVPD" homo_ev=-10.70 fmax_ev_per_a=2.3 homo_lumo_gap_ev=7.589 charge=+1 relative_energy_kcal_mol=0.0 multiplicity=1 e_lumo_ev=-3.1 e_tot_ha=-2967.5335
C 0.3201 -2.5221 2.5033
C 0.6973 -1.4933 2.0106
C 1.0646 -0.3423 1.1535
C 1.0317 -0.6513 -0.3551
C 0.2595 -1.9471 -0.7085
N -0.0364 -1.8357 -2.1678
C -0.9506 -2.9555 -2.6000
I -1.5740 -2.7255 -4.6519
C -0.3220 -4.3469 -2.3978
C -1.0980 -5.1053 -1.2754
C 1.1663 -1.6469 -3.0390
C 2.3471 -0.8258 -2.3981
C 2.4935 0.5606 -3.1034
C 1.8490 1.7340 -2.3556
C 0.3635 1.8699 -2.8136
C -0.5993 2.3959 -1.7211
C -1.9485 1.6431 -1.6805
C -2.2605 1.0675 -0.2985
O -3.6766 0.8202 -0.2621
C -4.0817 0.2418 0.8923
O -3.5654 0.4244 1.9630
C -5.2032 -0.7221 0.8121
C -5.3042 -1.5606 -0.2903
N 2.3488 -0.7433 -0.9461
C 3.2184 -1.7258 -0.2805
C 4.4394 -1.0167 0.3917
C 4.4664 -1.1566 1.9365
S 4.5591 0.4604 2.7103
O 5.9081 0.8231 2.9791
O 3.8429 1.4186 1.9107
O 3.7324 0.2854 4.0896
H -0.0263 -3.4326 2.9376
H 0.3709 0.4691 1.3896
H 2.0503 0.0047 1.4694
H 0.4261 0.1380 -0.8120
H 0.7985 -2.8500 -0.4367
H -0.7039 -1.9470 -0.1914
H -0.6049 -0.9877 -2.2710
H -1.8538 -2.8257 -2.0077
H 0.7255 -4.2839 -2.0955
H -0.3848 -4.9633 -3.2890
H -1.8634 -5.7337 -1.7293
H -1.5821 -4.4160 -0.5785
H -0.4267 -5.7183 -0.6727
H 0.8212 -1.0959 -3.9125
H 1.5195 -2.6012 -3.4315
H 3.2544 -1.3607 -2.6800
H 2.1631 0.5203 -4.1443
H 3.5709 0.7564 -3.1486
H 2.3306 2.6690 -2.6533
H 1.9198 1.6588 -1.2721
H 0.0245 0.8519 -3.0761
H 0.2930 2.4348 -3.7449
H -0.7666 3.4545 -1.9239
H -0.1016 2.2683 -0.7544
H -2.0091 0.8219 -2.4067
H -2.7666 2.3272 -1.9169
H -1.7804 0.0894 -0.1424
H -1.9572 1.7376 0.5074
H -5.9240 -0.7851 1.6234
H -5.0545 -2.6192 -0.2244
H -5.6250 -1.1717 -1.2588
H 3.6365 -2.4634 -0.9700
H 2.6962 -2.2997 0.4933
H 5.3508 -1.4986 0.0282
H 4.4720 0.0110 0.0363
H 5.3688 -1.6912 2.2357
H 3.6206 -1.7525 2.2908
H 2.9959 -0.3094 3.8799
C 0.0994 -6.0020 9.5315
O 0.9455 -4.9433 9.1300
C 2.1646 -5.3720 8.5469
C 2.5405 -4.5223 7.3515
O 1.7263 -4.7099 6.1990
C 0.3890 -4.2363 6.2298
C 0.2413 -2.7281 6.2503
O 0.5961 -2.1882 7.5078
C 1.2608 -0.9449 7.4331
H 0.4423 -6.4349 10.4766
H -0.8975 -5.5877 9.6765
H 0.0422 -6.7824 8.7656
H 2.1082 -6.4223 8.2418
H 2.9523 -5.2754 9.3045
H 3.5419 -4.8305 7.0409
H 2.6083 -3.4674 7.6194
H -0.1779 -4.6967 7.0393
H -0.0528 -4.5900 5.2925
H -0.8114 -2.4718 6.0636
H 0.8476 -2.2929 5.4463
H 2.0195 -0.9381 6.6430
H 1.7484 -0.7712 8.3910
H 0.5437 -0.1343 7.2613
C -2.8326 9.1664 -4.8137
O -2.2769 8.1755 -5.6554
C -0.9487 7.8151 -5.3185
C -0.7286 6.3210 -5.4325
O -1.3730 5.5368 -4.4337
C -2.7912 5.4342 -4.4739
C -3.3497 4.6613 -5.6518
O -3.2398 5.3965 -6.8554
C -2.9458 4.6063 -7.9874
H -2.4558 10.1584 -5.0822
H -3.9121 9.1503 -4.9574
H -2.6204 8.9621 -3.7593
H -0.6960 8.1422 -4.3042
H -0.2745 8.3209 -6.0212
H 0.3395 6.1414 -5.2840
H -0.9679 5.9588 -6.4327
H -3.2609 6.4139 -4.3895
H -3.0556 4.8769 -3.5702
H -4.4164 4.4705 -5.4708
H -2.8367 3.6950 -5.7308
H -2.1718 3.8622 -7.7721
H -2.5877 5.2713 -8.7720
H -3.8487 4.1025 -8.3507

# 3
122
Properties=species:S:1:pos:R:3 method="wB97M-V/def2-TZVPD" homo_ev=-3.61 fmax_ev_per_a=6.1 homo_lumo_gap_ev=5.053 charge=-1 multiplicity=1 e_lumo_ev=1.4 e_tot_ha=-4781.5580
Rb 0.4548 -0.6021 0.0187
C 3.2785 -1.5596 4.0095
C 4.5258 -1.0951 4.2881
C 5.4093 -0.4539 3.2072
O 6.5748 0.0163 3.4167
C 4.9972 -0.3171 1.9332
C 3.6667 -0.8727 1.5415
C 2.7152 -1.4439 2.6590
O 1.5059 -1.7119 2.4015
O 3.3496 -0.9315 0.3235
O 4.8153 -1.1457 5.5666
H 2.6398 -2.0047 4.7581
H 5.6671 0.1565 1.2309
C 0.9369 5.7066 -1.4529
C 0.1977 4.4320 -1.8626
C -0.3097 4.6727 -3.2825
O -0.3182 6.0715 -3.3877
C 0.8574 6.6160 -2.7019
H 1.9739 5.5505 -1.1554
H 0.4446 6.2523 -0.6480
H -0.7161 4.4100 -1.2688
H 0.7926 3.5292 -1.7244
H -1.3627 4.4110 -3.3863
H 0.2403 4.1240 -4.0470
H 0.5888 7.6169 -2.3641
H 1.7859 6.4686 -3.2535
C -3.8949 -3.3111 0.9871
C -4.2775 -2.1506 1.9090
C -3.2540 -1.1295 1.4174
O -2.3399 -1.7590 0.4361
C -3.0376 -2.7753 -0.1847
H -4.8132 -3.7660 0.6158
H -3.3353 -4.0780 1.5225
H -4.1608 -2.4711 2.9442
H -5.3179 -1.8375 1.8205
H -2.7135 -0.6991 2.2604
H -3.7483 -0.2583 0.9876
H -2.5343 -3.6446 -0.6080
H -3.7390 -2.5600 -0.9908
C 2.8154 -4.2389 -4.2899
C 4.1906 -4.3606 -4.9050
C 4.1732 -3.1871 -5.9216
O 3.2938 -2.2460 -5.2684
C 2.6902 -2.7526 -4.0981
H 2.6776 -4.6676 -3.2972
H 2.0338 -4.6568 -4.9244
H 4.3842 -5.3025 -5.4183
H 5.0358 -4.2491 -4.2258
H 3.7047 -3.3696 -6.8887
H 5.1719 -2.8140 -6.1482
H 1.6370 -2.4720 -4.0833
H 3.2391 -2.3997 -3.2251
C 2.5495 1.7369 -4.6960
S 3.7710 2.3864 -3.4609
O 3.3121 3.8061 -3.1503
C 3.2468 1.3970 -1.9782
H 2.6634 2.2863 -5.6305
H 1.5700 1.7543 -4.2181
H 2.7921 0.6920 -4.8891
H 3.6890 1.7424 -1.0438
H 3.4849 0.3390 -2.0880
H 2.1666 1.4898 -1.8656
C -5.5959 4.4620 -0.8822
S -4.7422 3.0153 -1.6639
O -4.1184 3.5598 -2.9387
C -3.3453 2.9201 -0.5005
H -6.3313 4.1341 -0.1476
H -6.1261 4.9783 -1.6825
H -4.9151 5.1876 -0.4371
H -3.5674 2.4282 0.4465
H -2.9909 3.9197 -0.2491
H -2.4847 2.4758 -1.0004
C 1.5707 2.2761 3.2696
S 0.9671 2.6297 1.5480
O -0.2770 1.8050 1.3373
C 0.3173 4.3350 1.9674
H 0.7092 2.3193 3.9359
H 2.3745 2.9215 3.6238
H 1.9173 1.2427 3.2783
H -0.3986 4.3727 2.7885
H -0.0399 4.8855 1.0971
H 1.1349 4.9064 2.4068
C -2.9962 -0.2351 -2.8541
S -1.5312 0.6559 -3.5190
O -0.5016 0.5266 -2.4079
C -0.9876 -0.5376 -4.8611
H -3.4965 0.4251 -2.1456
H -2.6904 -1.2026 -2.4560
H -3.7705 -0.4394 -3.5935
H -1.7381 -0.4332 -5.6446
H -0.7121 -1.5366 -4.5231
H -0.1127 -0.0694 -5.3121
C -2.7772 1.7973 3.7478
S -4.1590 1.3414 4.9021
O -4.9243 0.1964 4.1292
C -3.0771 0.3829 6.0981
H -2.0793 1.0155 3.4481
H -2.1152 2.6008 4.0708
H -3.1731 2.1842 2.8088
H -2.4748 -0.3560 5.5697
H -3.7697 -0.0138 6.8404
H -2.4255 1.1390 6.5362
C 0.2870 -4.6150 0.6622
S 1.0831 -4.4277 -0.9586
O 0.5760 -3.0920 -1.5402
C 2.8330 -4.2052 -0.3418
H 0.2102 -5.6921 0.8102
H -0.7102 -4.1876 0.5570
H 0.7846 -4.1096 1.4898
H 3.3337 -5.1667 -0.2287
H 2.8442 -3.7928 0.6672
H 3.2337 -3.4360 -1.0019
N -0.2854 -2.9264 4.3294
C -1.5965 -3.0649 4.0468
C -2.2730 -3.4172 5.2083
C -1.2807 -3.4537 6.2333
C -0.0576 -3.0958 5.6314
H 0.3449 -2.6216 3.6015
H -1.8777 -3.1218 3.0056
H -3.3318 -3.6194 5.2746
H -1.4002 -3.7448 7.2665
H 0.8984 -2.7956 6.0343

Q: Look up the multiplicity of the third one.
A: 1